# 1
DFT (ωB97M-V/def2-TZVPD) results for C34H39BeClN4O2P2 as an isolated structure at a distorted geometry.

Its energy above the lowest of the compared OMol25 structures with the same formula, charge and spin is 46.5 kcal per mole. The gap between HOMO and LUMO is 7.28 eV. The value obtained for the LUMO energy is -0.7394 eV.

The geometry in XYZ format:
```
83
Properties=species:S:1:pos:R:3:forces:R:3:lowdin_charge:R:1
Be 0.40211 -2.50696 3.77988 0.76 -0.58 -1.54 0.215
C -0.59971 2.52853 3.46073 -1.34 1.41 -0.21 -0.106
C -1.64996 2.48865 2.58854 0.14 -0.55 1.04 -0.101
C -1.37017 2.21420 1.14498 0.47 0.23 -0.41 -0.204
C -0.20580 1.15670 1.04033 -0.74 0.02 0.38 -0.199
C 1.14467 1.74000 0.74361 0.35 -0.12 0.85 -0.111
C 1.45858 3.04097 0.82415 0.21 -0.24 0.02 -0.106
C 0.85009 4.03257 1.77872 -0.38 0.85 0.19 -0.203
C 0.46592 3.59678 3.24008 1.05 -0.72 -0.79 -0.169
C 1.11912 -3.06521 2.39992 0.13 -0.35 -0.89 -0.134
H -0.64126 2.09146 4.46374 -0.50 0.99 0.05 0.070
H -2.71953 2.52947 2.86868 0.67 -1.16 0.32 0.107
H -1.07784 3.14421 0.62628 -0.33 -0.61 -0.28 0.090
H -2.28195 1.79886 0.67117 0.46 0.38 0.23 0.112
H -0.20012 0.52139 1.95202 -0.03 0.33 -0.52 0.109
H -0.45684 0.46856 0.21773 0.26 0.06 0.05 0.058
H 1.95356 0.99956 0.67457 -0.32 0.25 -1.33 0.097
H 2.26487 3.48433 0.22123 0.30 -0.72 0.71 0.105
H 0.03436 4.59439 1.30273 0.02 0.05 0.32 0.103
H 1.65893 4.76758 1.91431 -0.35 -0.01 0.05 0.107
H 1.38994 3.34938 3.78831 -0.16 0.05 -0.23 0.105
H 0.05387 4.51392 3.71730 0.22 -0.57 -0.16 0.117
H 2.18822 -3.23417 2.60990 -0.17 -0.03 -0.14 0.005
H 1.06446 -2.34731 1.57528 0.15 0.13 0.03 -0.023
H 0.71048 -3.99447 1.97746 0.15 0.04 0.26 -0.002
P 1.71723 -1.24584 -2.26068 1.94 0.31 -2.38 1.099
P -1.93985 -0.63550 -2.30502 -0.17 2.39 -2.27 1.130
N 2.97288 -0.02541 -2.59346 0.41 0.42 0.45 -0.265
N 2.50466 -2.47905 -3.30018 -0.39 -0.55 0.21 -0.261
N -1.83678 1.16578 -2.98445 0.62 -0.65 0.89 -0.214
N -3.49935 -1.10239 -2.97123 -0.77 -0.18 -0.20 -0.297
C 0.57061 -0.58118 -3.54880 -0.63 0.16 0.05 -0.425
C -0.80531 -1.30948 -3.61979 0.46 -0.07 0.03 -0.391
C 4.03335 0.21232 -1.70873 0.11 0.48 -0.95 -0.156
C 4.98544 0.99976 -2.34686 -0.60 -0.51 0.28 -0.100
C 4.51542 1.25645 -3.67433 -1.07 -0.66 0.27 -0.087
C 3.28432 0.62177 -3.79552 0.71 0.29 0.45 -0.166
C 2.62264 -3.82454 -2.92925 0.23 0.24 -1.00 -0.155
C 3.04293 -4.54777 -4.03751 -0.44 0.60 0.50 -0.107
C 3.15290 -3.63549 -5.13760 -0.19 0.74 0.86 -0.090
C 2.85927 -2.37032 -4.65104 -0.26 -0.93 0.20 -0.144
C -1.29407 2.13903 -2.14070 -0.74 0.45 -0.35 -0.181
C -1.28259 3.37554 -2.77561 0.26 -1.19 0.09 -0.091
C -1.67989 3.14626 -4.12793 -0.16 -1.22 0.51 -0.090
C -1.98371 1.78281 -4.23092 -0.16 0.59 0.12 -0.173
C -4.27012 -0.49707 -3.97847 -0.08 -0.91 -0.02 -0.136
C -5.20335 -1.41334 -4.44075 0.93 0.29 0.70 -0.091
C -5.04187 -2.61338 -3.67382 0.70 0.48 0.31 -0.100
C -4.01423 -2.40081 -2.77163 -0.14 0.73 -0.68 -0.156
H 1.04313 -0.58077 -4.54482 -0.26 -0.20 0.56 0.061
H 0.42387 0.47660 -3.28154 0.01 -0.20 -0.11 0.060
H -1.24293 -1.17423 -4.63280 0.11 -0.19 0.72 0.091
H -0.65930 -2.39079 -3.41139 -0.24 0.42 -0.30 0.073
H 4.00101 -0.20145 -0.70870 0.06 0.08 -0.16 0.093
H 5.91875 1.35041 -1.91475 -0.31 -0.13 -0.07 0.091
H 4.99706 1.82691 -4.46506 -0.12 -0.15 0.33 0.095
H 2.62670 0.58810 -4.65525 0.17 0.13 0.33 0.091
H 2.39934 -4.12649 -1.91104 0.09 0.03 -0.26 0.095
H 3.24548 -5.60805 -4.06359 -0.07 0.07 0.04 0.086
H 3.38198 -3.87239 -6.16898 0.18 0.05 0.24 0.091
H 2.88648 -1.41236 -5.15663 -0.03 -0.41 0.15 0.083
H -0.92980 1.87748 -1.16184 -0.29 0.05 -0.13 0.045
H -1.00050 4.31013 -2.30459 0.11 -0.20 -0.21 0.092
H -1.71244 3.89179 -4.91719 -0.13 -0.35 0.13 0.093
H -2.34901 1.24055 -5.09094 0.10 0.03 0.11 0.093
H -4.11952 0.53895 -4.24822 0.03 -0.30 0.05 0.083
H -5.89579 -1.25582 -5.25592 -0.02 0.08 0.23 0.092
H -5.61237 -3.52168 -3.79323 0.04 0.05 0.14 0.090
H -3.60231 -3.02314 -1.99013 -0.03 -0.05 -0.15 0.097
Cl -1.85389 0.61058 10.57285 0.12 0.02 0.03 0.701
C -1.38586 -0.13284 9.09426 0.22 -0.48 -1.34 -0.660
C -1.39197 -1.53032 8.96873 0.19 0.20 -0.14 -0.083
C -1.02361 -2.12012 7.75596 0.00 0.20 0.26 0.016
C -0.66488 -1.31984 6.65687 -0.58 -0.36 0.71 -0.138
C -0.81181 0.05974 6.73195 0.31 0.22 0.80 0.012
C -1.08120 0.64864 7.96606 -0.48 -0.02 0.03 -0.071
C -0.16721 -1.88292 5.41710 -0.07 -0.04 -1.04 -0.399
O -0.19106 -3.14844 5.08570 -0.22 1.87 1.23 0.055
O 0.32357 -1.09541 4.48476 -0.90 -1.10 1.64 0.033
H -1.65282 -2.13603 9.83291 -0.01 0.05 -0.24 0.109
H -1.04453 -3.20642 7.66849 0.22 0.29 -0.05 0.130
H -0.70338 0.66067 5.83467 0.25 -0.09 0.29 0.097
H -1.11778 1.72738 8.02894 -0.10 0.01 0.11 0.108
```
Positions in Å, forces in eV/Å.

---

# 2
DFT (ωB97M-V/def2-TZVPD) results for C34H39IrN5O3P2S as an isolated structure at a distorted geometry.

Its energy above the lowest of the compared OMol25 structures with the same formula, charge and spin is 63.3 kcal per mole. The gap between HOMO and LUMO (alpha / beta) is 5.30 / 3.79 eV. Its net charge is +2. The multiplicity is 6. The value obtained for the LUMO energy (alpha / beta) is -5.8118 / -9.5207 eV.

The geometry in XYZ format:
```
85
Properties=species:S:1:pos:R:3:forces:R:3:lowdin_charge:R:1
Ir -0.29486 -0.18150 0.95082 -1.75 0.76 2.75 0.916
C 1.92965 -2.52501 -3.08896 0.52 0.42 -0.29 -0.078
C 1.62158 -1.25922 -3.39032 0.82 -0.68 -0.63 -0.131
C 0.84160 -0.92791 -4.63319 -0.18 0.13 -0.11 -0.169
C -0.45934 -1.73316 -4.85764 -0.66 -0.16 -0.64 -0.168
C -1.19570 -2.13298 -3.59884 -0.73 -0.90 -0.38 -0.154
C -0.83237 -3.10049 -2.74351 -0.71 -0.11 -1.00 -0.100
C 0.07586 -4.21930 -3.14679 0.97 -0.15 0.33 -0.155
C 1.37623 -3.71247 -3.80527 0.24 -0.51 -0.32 -0.169
C -1.77727 -0.58130 2.36637 -0.14 -0.64 0.40 -0.323
H 2.72945 -2.76083 -2.39692 -0.38 0.30 0.25 0.083
H 2.17382 -0.43390 -2.93891 -0.05 -0.46 -0.03 0.071
H 1.49430 -1.12878 -5.49832 -0.16 0.21 0.20 0.135
H 0.61242 0.14560 -4.67018 0.03 -0.17 -0.03 0.103
H -1.12241 -1.12081 -5.48546 0.09 -0.14 0.23 0.120
H -0.25221 -2.61586 -5.47377 -0.11 0.23 0.18 0.110
H -2.21006 -1.71593 -3.53600 0.48 0.41 0.62 0.104
H -1.33165 -3.21360 -1.78235 -0.28 -0.15 -0.33 0.071
H -0.43175 -4.89032 -3.86457 0.00 0.29 0.41 0.134
H 0.33950 -4.81950 -2.26476 -0.09 0.07 -0.21 0.114
H 2.12655 -4.51236 -3.79062 -0.19 0.08 0.07 0.125
H 1.20159 -3.50722 -4.86641 0.18 -0.03 0.34 0.101
H -1.21389 -0.94281 3.24369 -0.60 -0.28 -0.43 0.013
H -2.54449 -1.29740 2.03120 -0.01 0.44 0.64 -0.022
H -2.19734 0.38675 2.69115 -0.07 -0.65 -0.28 0.001
P -1.88736 -0.18792 -0.51443 -0.66 1.96 0.70 0.886
P 1.17819 0.74813 -0.39829 2.60 0.37 0.35 0.881
N -2.90001 -1.66574 -0.52180 0.32 -0.50 -0.34 -0.162
N -3.21200 1.02719 -0.23785 1.52 -1.43 0.21 -0.202
N 2.44256 -0.48592 -0.29611 -0.20 0.64 -0.83 -0.214
N 2.13032 2.13374 0.04354 -0.49 0.36 0.17 -0.218
C -1.07691 0.39029 -2.04881 -0.31 -0.04 -1.20 -0.334
C 0.26818 1.16396 -1.92743 0.09 0.15 -0.28 -0.295
C -2.51845 -2.80142 0.21935 -0.28 1.55 -0.80 -0.054
C -3.40489 -3.83862 -0.04140 -1.95 0.27 -1.71 0.045
C -4.34044 -3.35745 -1.01458 1.25 -1.50 1.65 0.052
C -4.02678 -2.02098 -1.26136 1.23 0.91 0.68 0.028
C -4.06996 1.00522 0.86712 -0.77 0.52 -0.36 -0.140
C -5.04532 1.97295 0.69854 1.03 -0.87 -0.38 -0.046
C -4.76336 2.64622 -0.52726 1.16 -0.87 -0.28 -0.053
C -3.61781 2.07334 -1.06092 -0.81 0.28 0.00 -0.128
C 2.13532 -1.65149 0.39831 0.35 -0.68 -0.37 -0.180
C 3.11222 -2.60494 0.16975 -0.56 0.95 0.05 -0.059
C 4.09725 -1.99128 -0.67043 -0.97 1.23 -0.08 -0.061
C 3.65121 -0.69737 -0.94529 0.33 -1.22 0.37 -0.129
C 3.42270 2.52988 -0.32149 0.08 0.60 0.24 -0.102
C 3.72316 3.74075 0.28281 -0.55 -0.81 -0.29 -0.056
C 2.58239 4.12087 1.06250 -0.45 -0.94 -0.42 -0.074
C 1.62699 3.13200 0.89049 0.56 0.42 0.06 -0.150
H -1.81327 0.99411 -2.59077 0.32 -0.15 -0.21 0.079
H -0.85757 -0.49342 -2.67058 -0.27 0.39 0.57 0.028
H 0.89387 0.96131 -2.80498 -0.46 0.22 0.13 0.056
H 0.08724 2.25129 -1.90864 0.19 -0.28 0.30 0.110
H -1.66681 -2.75382 0.87511 0.14 -0.02 -0.02 0.106
H -3.38970 -4.80628 0.42950 0.01 -0.09 -0.06 0.134
H -5.13281 -3.92813 -1.47143 -0.11 0.11 0.06 0.134
H -4.53840 -1.28112 -1.85637 -0.02 0.01 -0.13 0.152
H -3.88822 0.34672 1.69067 -0.22 -0.17 -0.03 0.074
H -5.87727 2.13469 1.35762 -0.01 0.14 0.15 0.109
H -5.33934 3.41689 -0.99847 -0.02 0.28 0.01 0.106
H -3.04074 2.32950 -1.93268 -0.25 0.09 -0.07 0.095
H 1.25296 -1.69224 1.04589 0.25 -0.31 -0.01 0.055
H 3.09719 -3.61523 0.55071 0.14 0.14 0.07 0.111
H 4.97609 -2.45745 -1.09321 0.02 0.14 0.22 0.118
H 4.11095 0.08479 -1.51708 0.05 -0.12 -0.20 0.100
H 4.02107 1.91766 -0.97371 -0.02 0.20 0.06 0.087
H 4.64627 4.30396 0.16405 -0.28 -0.29 0.04 0.112
H 2.47969 5.00615 1.68021 -0.04 -0.20 -0.18 0.108
H 0.64571 3.02931 1.32468 -0.04 0.05 -0.04 0.101
O -1.07168 1.02553 6.80334 -0.14 0.11 -1.16 -0.201
S -0.97135 1.86235 5.63542 1.39 0.96 0.86 0.678
O -1.98342 2.85776 5.39984 0.37 -0.88 -0.32 -0.207
N -0.67087 0.98279 4.26931 -3.80 -0.78 1.10 0.042
C 0.51125 1.14560 3.69699 4.70 2.42 0.56 -0.421
O 0.87630 0.62811 2.57068 -0.13 -0.33 0.62 -0.129
C 1.37071 2.06379 4.50733 0.63 -2.62 -4.60 -0.111
C 2.65225 2.53735 4.22985 0.64 0.19 -0.19 0.023
C 3.19732 3.53876 5.02843 0.93 -1.80 -2.65 0.025
C 2.48169 4.05334 6.11769 -2.53 0.88 2.83 -0.002
C 1.19198 3.56871 6.39522 0.60 0.31 0.02 0.013
C 0.64782 2.58570 5.56279 -1.62 2.07 3.73 -0.188
H 3.17923 2.12994 3.37474 0.09 0.15 0.11 0.127
H 4.18525 3.92899 4.81298 -0.05 -0.08 -0.07 0.136
H 2.93980 4.81845 6.75323 -0.30 -0.36 -0.24 0.135
H 0.63035 3.94305 7.24624 0.09 0.01 -0.16 0.137
```
Positions in Å, forces in eV/Å.

---

# 3
DFT (ωB97M-V/def2-TZVPD) results for C34H39N5OY as an isolated structure at a distorted geometry.

The gap between HOMO and LUMO (alpha / beta) is 4.30 / 2.80 eV. Its net charge is -1. The value obtained for the LUMO energy (alpha / beta) is 2.3745 / 1.8070 eV.

The geometry in XYZ format:
```
80
Properties=species:S:1:pos:R:3:forces:R:3:lowdin_charge:R:1
Y -0.42204 -0.80262 -0.48283 0.27 -0.13 1.83 1.642
N 0.54637 -3.03670 3.51688 -3.27 -0.58 1.58 0.039
N -0.74496 -2.51281 -2.44970 4.24 1.24 1.47 -0.067
C 0.57864 1.74139 -0.34481 -0.64 -0.63 0.21 -0.339
C 1.60556 0.78865 -0.03498 -0.89 -0.45 0.30 -0.373
C 1.53066 0.52069 1.37438 0.62 0.28 0.11 -0.290
C 2.46601 -0.23244 2.19094 0.03 1.61 -0.11 -0.117
H 3.36320 -0.52869 1.64686 -0.02 -0.03 0.29 0.069
H 1.96111 -1.35666 2.46822 0.87 0.05 -0.59 -0.018
H 2.67448 0.22020 3.16162 0.09 0.13 -0.04 0.071
C 0.42297 1.23136 1.89472 -0.07 -0.33 -0.84 -0.265
C 0.00705 1.23211 3.31712 -0.18 0.05 0.63 -0.064
H 0.43331 2.09219 3.86161 -0.08 -0.17 -0.03 0.084
H 0.32830 0.31723 3.83910 0.00 0.20 -0.19 0.077
H -1.08656 1.29550 3.41221 0.17 0.09 0.02 0.060
C -0.14140 2.00513 0.86290 0.45 -0.58 -0.43 -0.273
C -1.21485 3.00321 1.08126 -0.61 0.28 -0.01 -0.053
H -2.09146 2.52567 1.54373 0.05 0.16 -0.03 0.062
H -1.54519 3.46184 0.14157 0.03 -0.03 0.14 0.067
H -0.90282 3.81910 1.75973 -0.03 -0.30 -0.24 0.086
C 2.66347 0.29961 -0.96204 0.68 0.00 -0.26 -0.079
H 3.51809 1.00164 -0.99391 -0.13 -0.28 -0.07 0.085
H 2.30457 0.20293 -2.00157 0.07 0.03 0.17 0.052
H 3.04831 -0.68569 -0.65404 -0.11 0.30 -0.06 0.070
C 0.41384 2.43814 -1.65164 -0.05 0.48 -0.54 -0.072
H -0.63708 2.71183 -1.83664 0.31 -0.05 -0.06 0.060
H 0.74385 1.80825 -2.49328 -0.15 0.18 0.12 0.064
H 1.00413 3.37390 -1.71653 -0.15 -0.29 0.04 0.084
C -0.41286 -3.69299 4.11424 0.94 0.98 0.18 -0.237
H -0.26615 -3.74071 5.17098 -0.15 -0.35 0.88 0.077
C -1.55965 -4.22807 3.53040 -0.48 -0.60 -0.43 -0.165
H -2.30440 -4.68392 4.16786 -0.13 -0.07 -0.19 0.076
C -1.66816 -4.15996 2.14705 -0.31 0.18 -0.46 -0.155
H -2.56459 -4.56030 1.66634 0.27 -0.08 0.03 0.096
C -0.68649 -3.54811 1.36795 0.60 1.23 0.30 -0.132
H -0.66196 -3.59180 0.24376 -0.06 -0.03 1.13 0.056
C 0.43165 -2.91411 2.12830 0.66 -1.54 0.73 -0.509
C 1.71811 -2.53088 1.90150 -0.46 -1.94 -6.28 -0.085
H 1.73722 -2.76948 0.62110 0.68 1.26 1.41 0.055
C -1.16665 -1.39133 -3.03030 1.67 -3.18 1.30 -0.353
C 0.49525 -2.90639 -3.23689 -2.38 -1.27 0.69 -0.094
H 1.34582 -3.56184 -2.91603 -1.53 0.30 -0.21 0.109
C 0.27023 -2.39047 -4.44191 -0.04 0.52 -1.65 -0.137
H 0.66112 -2.73862 -5.41364 -0.29 0.49 0.97 0.113
N -0.76082 -1.37610 -4.35446 0.84 -0.83 1.60 -0.005
C -0.69709 -0.04594 -4.82612 0.67 -1.19 1.34 -0.128
C 0.46809 0.34424 -5.49687 -1.52 0.33 0.08 -0.190
C 0.30541 1.56659 -6.11597 0.19 0.39 0.10 -0.024
H 1.04507 1.85315 -6.84165 0.31 0.48 -0.11 0.111
C -0.78340 2.37830 -5.84954 -0.12 0.13 -0.44 -0.298
C -1.00714 3.59729 -6.65570 -0.16 0.63 -0.57 -0.073
H -1.56899 4.34053 -6.08440 0.13 0.07 -0.12 0.075
H -1.61076 3.33608 -7.53599 0.10 0.20 0.04 0.085
H -0.06925 4.03337 -7.00665 -0.10 0.08 0.01 0.075
C -1.75459 2.03405 -4.92144 0.29 0.00 -0.14 -0.023
H -2.58646 2.70020 -4.74398 0.03 0.22 0.23 0.120
C -1.70908 0.80835 -4.30428 0.57 -0.28 -0.88 -0.190
C -2.66268 0.47426 -3.19169 -2.55 -0.55 -0.06 -0.112
H -2.67349 -0.63879 -2.93257 -0.60 2.40 -0.47 0.047
H -3.69564 0.74874 -3.45075 0.08 0.58 -0.28 0.077
H -2.44650 1.02072 -2.24973 0.32 -0.35 -0.39 0.067
C 1.78056 -0.38311 -5.52218 0.62 -0.18 -0.91 -0.044
H 1.73444 -1.44521 -5.76825 0.13 0.66 0.10 0.041
H 2.36304 -0.28397 -4.59240 -0.42 0.01 -0.16 0.091
H 2.38462 0.04946 -6.32273 0.10 0.27 0.08 0.076
N -2.37569 -1.70080 5.27042 -2.25 -1.02 0.51 0.161
C -3.53668 -1.74682 4.47998 -0.26 -0.93 1.31 -0.457
O -4.53028 -2.41261 4.82203 1.73 1.07 -0.57 0.021
C -3.53086 -0.99880 3.18499 -0.01 -0.08 -0.35 -0.131
C -4.78803 -0.64021 2.69898 0.20 -0.37 0.23 -0.032
C -4.85080 -0.01970 1.46270 0.49 0.64 -0.88 -0.076
C -3.67583 0.18332 0.72819 0.00 -0.76 0.37 -0.137
N -2.46393 -0.34983 1.09403 -0.44 0.77 0.18 -0.040
C -2.39069 -0.82194 2.38441 -0.04 -0.62 -0.16 -0.085
H -2.56456 -2.16708 6.18261 0.40 0.59 -1.09 0.127
H -1.93573 -0.81464 5.34719 0.61 0.65 -0.14 0.082
H -5.67980 -0.87350 3.28144 0.32 0.07 -0.16 0.117
H -5.81187 0.29194 1.05694 0.31 0.16 0.03 0.098
H -3.69929 0.76887 -0.19720 0.02 -0.47 0.16 0.097
H -1.40341 -1.14607 2.74626 -0.50 0.06 -0.29 0.101
```
Positions in Å, forces in eV/Å.